Here is C59H33AsF19I2NO4PRbS as an isolated structure at a distorted geometry from OMol25. Energies are from wB97M-V/def2-TZVPD.

HOMO (alpha / beta) ... -2.85 / -2.85 eV
Calculated total energy ... -8116.22936 Ha
HOMO-LUMO gap (alpha / beta) ... 0.193 / 0.184 Ha
Total charge ... -2
Energy above the lowest of the compared OMol25 structures with the same formula, charge and spin ... 75.94 kJ/mol

CARTESIAN COORDINATES (ANGSTROEM)
Rb 0.37206 0.90270 0.93940
F -2.72683 -1.60826 6.32029
C -2.25103 -0.41588 5.89409
C -1.41508 -0.33298 4.78547
F -1.09142 -1.45244 4.10183
C -0.93323 0.88658 4.36810
F -0.06707 0.90410 3.32827
C -1.30464 2.11050 4.96524
S -0.80792 3.60621 4.36500
C -2.15104 1.98138 6.09121
F -2.55088 3.09210 6.74422
C -2.60067 0.76202 6.55047
F -3.40878 0.70386 7.63169
O 0.11124 0.00689 -2.89314
H 0.61758 0.63180 -3.41798
H -0.35964 0.56005 -2.24257
I 0.54083 3.59480 -3.33780
I -0.57689 6.57710 -3.64765
O -2.23623 0.53165 1.63735
C -2.56668 -0.43022 1.06439
O -1.12353 1.54375 -0.89241
As -1.84689 2.98899 -1.05893
C -3.39463 3.03332 0.11558
C -3.28237 3.51173 1.41310
C -4.39766 3.56946 2.23193
C -5.62675 3.13069 1.76724
C -5.73876 2.61183 0.48749
C -4.62352 2.57147 -0.33348
C -0.89464 4.51440 -0.36445
C -1.55997 5.71690 -0.17820
C -0.90080 6.77836 0.41747
C 0.40852 6.62775 0.84448
C 1.06636 5.41977 0.67689
C 0.41599 4.36500 0.06110
C -2.72139 3.17685 -2.78879
C -2.81770 2.04514 -3.58983
C -3.48173 2.10027 -4.80134
C -4.06343 3.28688 -5.21552
C -3.96724 4.41403 -4.41884
C -3.30868 4.36270 -3.20241
H -2.32247 3.86020 1.78544
H -4.30215 3.96681 3.23188
H -6.50198 3.20359 2.39954
H -6.69479 2.25051 0.12711
H -4.71224 2.19161 -1.34911
H -2.59659 5.81461 -0.48809
H -1.40536 7.72740 0.53642
H 0.91779 7.45945 1.30995
H 2.08817 5.30493 1.00891
H 0.93203 3.42386 -0.13201
H -2.33824 1.12604 -3.26256
H -3.54212 1.22164 -5.42679
H -4.59760 3.33092 -6.15432
H -4.40076 5.34608 -4.74630
H -3.21973 5.25304 -2.59517
F 6.16435 3.04098 4.49237
C 5.26749 2.23979 3.86873
C 4.63658 2.64883 2.70000
F 4.91846 3.85651 2.16823
C 3.73108 1.82137 2.07421
F 3.13715 2.26830 0.92525
C 3.36810 0.51887 2.52914
O 2.54387 -0.21657 1.92721
C 4.05643 0.16083 3.73199
F 3.81419 -1.06142 4.27458
C 4.95680 0.98250 4.37754
F 5.56461 0.56719 5.51132
N -5.54864 -5.64907 -1.82508
C -4.93850 -4.77436 -1.38444
C -4.24392 -3.70549 -0.82620
C -4.40023 -2.40318 -1.35783
C -3.81209 -1.33431 -0.76934
C -3.02644 -1.50221 0.43275
C -2.80939 -2.84541 0.92088
C -3.41000 -3.89487 0.30262
H -5.00188 -2.27641 -2.24824
H -3.90984 -0.33829 -1.17296
H -2.18474 -2.98007 1.79138
H -3.27038 -4.90395 0.66485
F 5.88703 -6.89224 1.44414
C 6.28551 -5.60154 1.54742
F 7.37058 -5.50324 0.75162
F 6.73051 -5.45783 2.80234
C 5.19255 -4.64903 1.17614
C 4.55211 -3.87265 2.13104
C 3.50434 -3.05116 1.74723
C 3.10273 -2.98461 0.42103
C 3.76033 -3.76656 -0.52826
C 4.79443 -4.59976 -0.15636
P 1.68341 -1.90794 -0.06918
C 2.56124 -1.28546 -1.56489
C 3.46890 -0.25749 -1.32194
C 4.27462 0.23554 -2.33084
C 4.17413 -0.30806 -3.60516
C 3.25073 -1.31342 -3.86766
C 2.44541 -1.79747 -2.85451
C 5.08891 0.11812 -4.71304
F 4.44986 0.36633 -5.87094
F 5.98773 -0.85648 -5.01400
F 5.81821 1.20604 -4.43736
C 0.64851 -3.26056 -0.76821
C -0.29841 -2.97862 -1.75140
C -1.11125 -3.97906 -2.25156
C -1.00278 -5.27059 -1.75119
C -0.11570 -5.54870 -0.71897
C 0.69654 -4.54592 -0.23055
C -1.80618 -6.40069 -2.31902
F -2.48606 -7.08426 -1.38154
F -2.68527 -6.02728 -3.25285
F -1.01189 -7.32769 -2.91879
H 4.86735 -3.91156 3.16314
H 2.99679 -2.43995 2.47496
H 3.45410 -3.73481 -1.56339
H 5.29526 -5.21579 -0.88897
H 3.54947 0.13634 -0.32021
H 4.97559 1.03161 -2.13475
H 3.17157 -1.71326 -4.86794
H 1.73054 -2.57458 -3.07925
H -0.37908 -1.97319 -2.13744
H -1.82548 -3.76544 -3.03084
H -0.06468 -6.54746 -0.30903
H 1.37587 -4.77114 0.57815

Cartesian forces (eV/Å) of the 3 atoms listed first:
Rb 1.304 0.178 -0.072
F 0.084 0.161 -0.087
C 0.005 0.127 -0.048

Mulliken atomic charge list, values in e, 2 entries: atom 1 (Rb): 1.461, atom 2 (F): -0.342


Here is one molecule with the formula C12H16Cl2O6S at a distorted geometry from OMol25. Energies are from wB97M-V/def2-TZVPD.

HOMO ... -9.30 eV
Calculated total energy ... -2236.85906 Ha
HOMO-LUMO gap ... 0.355 Ha
SMILES string ... O=S(=O)(O)C[C@H](O)[C@H](O)[C@H](O)CCc1ccc(Cl)cc1Cl

CARTESIAN COORDINATES (ANGSTROEM)
O -1.53744 3.09360 -2.91471
O -0.88744 2.35248 -5.10682
Cl -3.94972 -3.10997 4.57148
Cl -2.57167 -0.50524 -0.01496
O 3.28699 0.03887 0.76783
O 2.26470 -0.36130 -1.64914
O 0.68414 2.96527 -1.18851
O -1.83504 0.69074 -3.41351
C -1.39840 -2.84586 3.72395
C -3.06685 -1.79333 2.32888
C -0.36092 -2.38389 2.83690
C -2.72099 -2.51661 3.48897
C -2.06380 -1.34470 1.44396
C -0.70105 -1.62798 1.69213
C 0.41577 -1.21864 0.77242
C 0.92756 0.21442 1.18253
C 2.13716 0.83015 0.43979
C 2.03874 0.95426 -1.08978
C 0.71116 1.60125 -1.57523
C 0.69650 1.57806 -3.09285
S -0.91593 2.01148 -3.68747
H 3.41304 0.03680 1.73054
H 2.99058 -0.79754 -1.13339
H -0.16416 3.39572 -1.43829
H -2.69723 1.11429 -3.51444
H -1.10735 -3.43287 4.59060
H -4.12721 -1.57804 2.15090
H 0.68123 -2.57566 3.09486
H 1.22417 -1.96196 0.79956
H 0.02980 -1.22235 -0.25814
H 0.03413 0.82343 1.05661
H 1.19785 0.17828 2.26147
H 2.30354 1.87683 0.82126
H 2.87592 1.51986 -1.49943
H -0.18517 1.10953 -1.21512
H 0.98108 0.59806 -3.48618
H 1.39634 2.29257 -3.47667

Cartesian forces (eV/Å) of the 3 atoms listed first:
O 0.911 -1.447 0.291
O 0.424 -1.465 1.608
Cl 0.098 0.216 -0.226

Mulliken atomic charge list, values in e, 2 entries: atom 1 (O): -0.694, atom 2 (O): -0.619


Here is one molecule with the formula C6H4 at a distorted geometry from OMol25. Energies are from wB97M-V/def2-TZVPD.

HOMO (alpha / beta) ... -9.18 / -9.18 eV
Calculated total energy ... -230.71456 Ha
HOMO-LUMO gap (alpha / beta) ... 0.278 / 0.278 Ha
Energy above the lowest of the compared OMol25 structures with the same formula, charge and spin ... 425.70 kJ/mol

CARTESIAN COORDINATES (ANGSTROEM)
C 1.31354 2.50408 0.23676
C 2.29858 3.10555 -0.29797
C 0.65387 1.29285 0.41820
C -0.30463 0.35922 0.08597
C -0.91102 -0.88518 0.61153
C -0.34241 -1.15459 -0.78930
H -0.28648 -1.28537 1.37351
H -2.01464 -0.96862 0.75100
H -0.98781 -1.46376 -1.61675
H 0.58100 -1.50418 -0.77295

Cartesian forces (eV/Å) of the 3 atoms listed first:
C -1.491 -4.037 0.970
C -0.188 0.180 0.109
C -1.888 0.680 -3.271

Mulliken atomic charge list, values in e, 2 entries: atom 1 (C): -0.256, atom 2 (C): -0.301


Here is one molecule with the formula C5H8O from OMol25. Energies are from wB97M-V/def2-TZVPD.

HOMO ... -10.05 eV
Calculated total energy ... -270.48260 Ha
HOMO-LUMO gap ... 0.407 Ha
SMILES string ... C#C[C@@H](C)CO
Energy above the lowest of the compared OMol25 structures with the same formula, charge and spin ... 197.68 kJ/mol

CARTESIAN COORDINATES (ANGSTROEM)
C -0.80305 -1.24484 -0.78681
C -0.20071 0.11996 -0.43045
C -0.81514 0.68339 0.86239
O -0.22145 1.88740 1.27830
C 1.26272 0.03518 -0.32182
C 2.46473 -0.01744 -0.25015
H -0.47096 -2.01160 -0.07953
H -0.50049 -1.55638 -1.79023
H -1.89706 -1.20056 -0.75737
H -0.42118 0.84029 -1.22780
H -1.86747 0.91052 0.66686
H -0.78146 -0.08533 1.65044
H 0.72063 1.71246 1.41366
H 3.53089 -0.07305 -0.22750

Cartesian forces (eV/Å) of the 3 atoms listed first:
C -0.070 -0.049 -0.005
C 0.031 0.028 -0.030
C -0.213 -0.279 -0.098

Mulliken atomic charge list, values in e, 2 entries: atom 1 (C): -1.360, atom 2 (C): 0.679


Here is C24H21FeN5O2S2 as an isolated structure from OMol25. Energies are from wB97M-V/def2-TZVPD.

HOMO (alpha / beta) ... -2.82 / -4.91 eV
Calculated total energy ... -3411.54398 Ha
HOMO-LUMO gap (alpha / beta) ... 0.142 / 0.245 Ha
Total charge ... -1
Spin multiplicity ... 6

CARTESIAN COORDINATES (ANGSTROEM)
Fe -0.09858 -0.46571 -0.38134
C 4.30361 -3.24047 2.75839
C 4.11372 -1.73064 2.72347
N 2.74369 -1.30648 2.93219
C 1.77220 -1.38795 1.96026
S 2.23245 -1.46637 0.27400
N 0.54134 -1.39752 2.41825
N -0.33450 -1.39719 1.36767
C -1.59780 -1.80781 1.45734
C -2.35207 -1.99691 2.72866
C -2.17739 -2.07122 0.19198
C -3.55058 -2.33534 -0.02227
C -3.98779 -2.64591 -1.27223
C -3.05922 -2.67124 -2.35401
C -1.76408 -2.33092 -2.11036
N -1.28215 -2.05293 -0.87390
H 5.35686 -3.50472 2.63170
H 3.73405 -3.71132 1.95550
H 3.96271 -3.65821 3.70905
H 4.42859 -1.33929 1.75742
H 4.73215 -1.24700 3.48287
H 2.35882 -1.44236 3.85524
H -1.67583 -1.89629 3.57570
H -2.83624 -2.97390 2.77432
H -3.13216 -1.23510 2.82208
H -4.24295 -2.26065 0.80601
H -5.03912 -2.83793 -1.44827
H -3.36963 -2.91724 -3.35970
H -1.03250 -2.26166 -2.90624
O -3.30310 1.73064 -1.68359
C -2.15362 1.33363 -1.75845
O -1.57098 0.68678 -0.79661
C -1.29991 1.74011 -2.93848
C -1.85295 2.72385 -3.76301
C -1.19737 3.19905 -4.88082
C 0.05069 2.67526 -5.20023
C 0.61146 1.70120 -4.39798
C -0.04227 1.21496 -3.25424
S 0.88167 -0.03881 -2.40005
H -2.83117 3.09393 -3.48766
H -1.65120 3.96590 -5.49589
H 0.59024 3.02611 -6.07225
H 1.58467 1.29293 -4.64243
N 2.00410 5.56291 3.36898
C 1.70837 4.62088 2.77904
C 1.33161 3.43521 2.03058
C 0.15352 2.76748 2.34299
C -0.20562 1.63546 1.62605
C 0.62198 1.17557 0.61255
C 1.79512 1.83808 0.29106
C 2.14934 2.97392 1.00432
H -0.48292 3.13387 3.13792
H -1.13253 1.13033 1.85972
H 2.42994 1.46838 -0.50051
H 3.06330 3.50263 0.76524

Cartesian forces (eV/Å) of the 3 atoms listed first:
Fe 0.746 0.071 -0.624
C 0.019 -0.121 -0.002
C -0.074 0.090 -0.030

Mulliken atomic charge list, values in e, 2 entries: atom 1 (Fe): -0.621, atom 2 (C): -1.002